(1)
{"formula": "C25H48AlOP4", "method": "the ωB97M-V functional and the def2-TZVPD basis", "e_homo_ev": -16.928, "gap_ev": 7.065, "relative_energy_kcal_mol": 0.0, "total_charge": 3, "symbols": ["Al", "P", "P", "P", "H", "C", "C", "H", "C", "C", "C", "C", "C", "C", "C", "C", "C", "H", "H", "H", "H", "H", "H", "H", "H", "H", "H", "H", "H", "H", "H", "H", "H", "H", "H", "H", "H", "H", "H", "H", "H", "H", "H", "H", "H", "H", "C", "C", "C", "C", "C", "C", "O", "H", "H", "H", "H", "H", "H", "C", "P", "C", "C", "C", "C", "C", "C", "C", "H", "H", "H", "H", "H", "H", "H", "H", "H", "H", "H"], "coordinates": [[-0.443, -0.178, -0.670], [0.264, -2.461, -1.298], [2.422, 0.070, 0.771], [-2.835, 0.378, -0.789], [1.539, 3.791, -0.400], [0.676, 4.409, -0.119], [0.194, 4.454, 1.140], [0.756, 4.101, 2.020], [1.515, -2.383, -2.639], [1.112, -3.568, -0.095], [-1.028, -3.565, -1.989], [2.816, 1.623, 1.681], [3.361, -1.094, 1.855], [3.652, 0.215, -0.591], [-3.075, 2.077, -0.126], [-4.197, -0.537, 0.047], [-3.522, 0.582, -2.474], [0.159, 4.894, -0.945], [-0.713, 5.022, 1.389], [1.005, -2.362, -3.611], [2.187, -3.256, -2.612], [2.123, -1.474, -2.532], [0.773, -4.606, -0.242], [0.908, -3.262, 0.942], [2.195, -3.527, -0.287], [-0.573, -4.512, -2.310], [-1.513, -3.093, -2.854], [-1.784, -3.778, -1.222], [3.897, 1.815, 1.619], [2.527, 1.515, 2.735], [2.262, 2.469, 1.250], [4.442, -0.966, 1.699], [3.082, -2.125, 1.611], [3.126, -0.916, 2.910], [4.626, 0.546, -0.201], [3.284, 0.945, -1.327], [3.765, -0.760, -1.083], [-3.974, 2.533, -0.565], [-2.209, 2.715, -0.350], [-3.189, 2.058, 0.964], [-5.169, -0.327, -0.426], [-4.274, -0.264, 1.106], [-4.021, -1.618, -0.014], [-4.602, 0.768, -2.393], [-3.357, -0.333, -3.055], [-3.050, 1.415, -3.011], [-0.153, 1.339, -3.513], [0.477, 0.566, -4.460], [0.275, 0.895, -5.815], [-0.514, 1.993, -6.168], [-1.178, 2.720, -5.177], [-0.955, 2.431, -3.818], [0.088, 0.994, -2.061], [0.018, 1.832, -1.544], [1.091, -0.287, -4.174], [0.713, 0.269, -6.590], [-0.617, 2.293, -7.221], [-1.897, 3.494, -5.450], [-1.435, 3.020, -3.031], [-1.826, -2.065, 2.295], [-0.677, -0.666, 1.995], [-1.713, 0.669, 2.711], [0.417, -0.935, 3.471], [0.754, -2.228, 3.908], [1.577, -2.406, 5.024], [2.077, -1.312, 5.732], [1.717, -0.028, 5.320], [0.887, 0.166, 4.213], [-2.820, -1.855, 1.886], [-1.911, -2.208, 3.380], [-1.432, -2.984, 1.846], [-1.653, 0.614, 3.805], [-1.340, 1.648, 2.385], [-2.766, 0.551, 2.427], [0.375, -3.110, 3.384], [1.843, -3.413, 5.341], [2.745, -1.454, 6.587], [2.091, 0.838, 5.865], [0.606, 1.187, 3.938]]}

(2)
{"formula": "C25H48BClIN6O7S2", "method": "the ωB97M-V functional and the def2-TZVPD basis", "e_homo_ev": -5.621, "gap_ev": 7.518, "total_charge": -1, "symbols": ["C", "C", "B", "C", "C", "O", "C", "S", "C", "C", "C", "C", "C", "C", "C", "C", "C", "C", "C", "C", "C", "I", "C", "C", "C", "C", "S", "O", "O", "Cl", "O", "H", "H", "H", "H", "H", "H", "H", "H", "H", "H", "H", "H", "H", "H", "H", "H", "H", "H", "H", "H", "H", "H", "H", "H", "H", "H", "H", "H", "H", "H", "H", "H", "H", "H", "H", "H", "C", "O", "N", "N", "H", "H", "H", "H", "C", "O", "N", "N", "H", "H", "H", "H", "C", "O", "N", "N", "H", "H", "H", "H"], "coordinates": [[-1.577, 1.623, 4.810], [-0.473, 1.313, 4.423], [0.876, 0.754, 3.690], [1.830, 0.064, 4.782], [2.620, -0.408, 5.562], [1.494, 1.895, 2.968], [1.872, 1.489, 1.680], [3.568, 0.714, 1.803], [1.934, 2.837, 0.909], [1.779, 2.949, -0.621], [2.503, 1.936, -1.539], [1.654, 1.514, -2.748], [2.452, 1.241, -4.049], [2.218, -0.152, -4.649], [2.860, -1.272, -3.828], [4.387, -1.308, -3.959], [5.020, -2.314, -2.974], [0.802, 0.409, 1.310], [1.291, -0.815, 0.474], [1.015, -2.172, 1.123], [1.323, -3.341, 0.146], [2.942, -4.573, 0.779], [-0.522, 1.049, 0.866], [-1.604, 0.049, 0.417], [-2.066, 0.359, -1.017], [-3.081, -0.611, -1.634], [-4.435, -1.135, -0.609], [-4.829, -0.089, 0.285], [-5.457, -1.682, -1.465], [-3.675, -2.703, 0.433], [0.502, -0.152, 2.602], [-2.500, 1.933, 5.251], [3.315, -0.833, 6.254], [3.874, 1.383, 2.918], [2.913, 3.265, 1.142], [1.186, 3.477, 1.383], [0.724, 3.002, -0.907], [2.189, 3.930, -0.888], [3.388, 2.439, -1.944], [2.877, 1.066, -0.997], [1.069, 0.617, -2.506], [0.915, 2.290, -2.974], [3.520, 1.419, -3.899], [2.123, 1.965, -4.804], [1.131, -0.301, -4.707], [2.581, -0.182, -5.684], [2.436, -2.243, -4.104], [2.613, -1.099, -2.772], [4.644, -1.555, -4.993], [4.767, -0.313, -3.712], [4.272, -3.036, -2.644], [5.388, -1.795, -2.088], [5.838, -2.867, -3.437], [0.781, -0.798, -0.503], [2.361, -0.755, 0.263], [1.615, -2.298, 2.022], [-0.025, -2.280, 1.426], [1.557, -2.960, -0.848], [0.461, -3.999, 0.048], [-0.898, 1.616, 1.720], [-0.367, 1.773, 0.059], [-2.445, 0.092, 1.110], [-1.236, -0.977, 0.427], [-1.171, 0.290, -1.647], [-2.422, 1.390, -1.072], [-2.591, -1.504, -2.030], [-3.618, -0.152, -2.471], [-9.168, 0.856, -0.767], [-10.338, 0.592, -0.539], [-8.196, -0.084, -0.877], [-8.747, 2.157, -0.931], [-7.228, 0.121, -1.046], [-8.465, -1.043, -0.764], [-9.450, 2.870, -0.866], [-7.798, 2.417, -1.132], [7.366, -4.919, 1.610], [7.362, -4.010, 0.805], [6.241, -5.365, 2.247], [8.520, -5.586, 1.950], [6.251, -6.121, 2.904], [5.365, -4.914, 2.045], [9.366, -5.286, 1.504], [8.552, -6.337, 2.611], [-6.860, 4.242, 2.086], [-5.904, 3.872, 1.431], [-8.135, 3.831, 1.801], [-6.735, 5.101, 3.146], [-8.947, 4.130, 2.304], [-8.225, 3.183, 1.038], [-5.809, 5.410, 3.375], [-7.509, 5.414, 3.700]]}

(3)
{"formula": "C25H48Br10Cl2FN3O6P", "method": "the ωB97M-V functional and the def2-TZVPD basis", "e_homo_ev": -11.066, "gap_ev": 7.582, "relative_energy_kcal_mol": 164.5, "total_charge": 1, "symbols": ["C", "C", "C", "N", "C", "C", "P", "O", "O", "O", "N", "C", "C", "O", "N", "C", "O", "F", "C", "O", "C", "C", "C", "C", "Cl", "C", "C", "Cl", "H", "H", "H", "H", "H", "H", "H", "H", "H", "H", "H", "H", "H", "H", "H", "H", "H", "H", "H", "H", "H", "H", "H", "H", "H", "H", "H", "H", "Br", "C", "C", "Br", "H", "H", "H", "H", "Br", "C", "C", "Br", "H", "H", "H", "H", "Br", "C", "C", "Br", "H", "H", "H", "H", "Br", "C", "C", "Br", "H", "H", "H", "H", "Br", "C", "C", "Br", "H", "H", "H", "H"], "coordinates": [[1.966, -1.309, 1.281], [1.278, -0.327, 2.384], [-0.304, -0.272, 2.033], [-0.689, 1.056, 1.469], [-1.244, 0.996, 0.097], [-0.444, 1.652, -1.151], [1.399, 2.029, -1.040], [1.821, 2.889, 0.161], [1.728, 2.994, -2.465], [2.374, 0.595, -1.217], [-1.360, 2.694, -1.804], [-2.206, 3.153, -0.630], [-3.179, 4.411, -0.799], [-3.301, 5.187, 0.209], [-3.915, 4.812, -2.019], [-4.248, 6.244, -1.834], [-5.368, 6.617, -1.388], [-3.295, 7.281, -2.113], [-2.675, 1.865, 0.263], [-2.586, 2.379, 1.585], [-3.782, 2.271, 2.384], [-5.046, 3.155, 1.903], [-5.192, 4.571, 2.717], [-3.844, 0.917, -0.247], [-3.942, -0.728, 0.613], [-3.699, 0.549, -1.841], [-4.466, -0.861, -2.179], [-4.560, 1.807, -2.921], [1.253, -1.305, 0.361], [2.147, -2.361, 1.694], [2.941, -0.788, 0.926], [1.457, -0.694, 3.459], [1.798, 0.690, 2.283], [-0.853, -0.370, 3.055], [-0.621, -1.183, 1.419], [0.028, 1.783, 1.595], [-1.371, -0.098, -0.273], [-0.471, 0.811, -1.960], [1.246, 2.590, -3.237], [1.895, 0.061, -1.907], [-0.805, 3.529, -2.073], [-1.835, 2.431, -2.686], [-1.379, 3.590, 0.064], [-3.314, 4.763, -2.864], [-3.501, 2.686, 3.434], [-4.166, 1.209, 2.578], [-5.991, 2.550, 2.217], [-5.137, 3.285, 0.766], [-4.190, 4.962, 3.105], [-5.941, 4.386, 3.586], [-5.691, 5.324, 1.987], [-4.915, 1.359, -0.154], [-2.605, 0.389, -2.162], [-4.628, -0.823, -3.331], [-5.516, -0.912, -1.721], [-3.814, -1.780, -1.987], [-1.200, -4.514, 3.199], [-1.631, -4.358, 5.095], [-1.996, -2.942, 5.464], [-0.414, -1.810, 5.578], [-0.772, -4.740, 5.648], [-2.481, -5.026, 5.248], [-2.442, -2.907, 6.460], [-2.674, -2.471, 4.752], [2.123, -5.588, 2.687], [3.823, -6.017, 1.834], [4.855, -4.949, 2.097], [4.530, -3.370, 0.999], [3.619, -6.167, 0.774], [4.131, -6.966, 2.277], [5.849, -5.294, 1.810], [4.878, -4.617, 3.135], [7.106, -3.275, -3.787], [7.701, -3.707, -1.982], [8.102, -5.157, -1.869], [6.540, -6.321, -1.799], [6.891, -3.430, -1.306], [8.558, -3.056, -1.801], [8.633, -5.337, -0.932], [8.718, -5.501, -2.700], [-1.620, -1.208, -3.572], [-1.045, -2.948, -4.242], [-2.195, -3.923, -4.288], [-2.637, -4.579, -2.508], [-0.224, -3.279, -3.605], [-0.663, -2.755, -5.247], [-1.923, -4.811, -4.860], [-3.107, -3.494, -4.705], [7.523, 3.117, -0.995], [6.078, 4.321, -1.505], [4.783, 3.941, -0.830], [3.978, 2.374, -1.665], [6.018, 4.303, -2.593], [6.405, 5.311, -1.180], [4.042, 4.735, -0.943], [4.900, 3.710, 0.230]]}